1.
Molecular formula: C4H3O
Method: DFT, ωB97M-V with the def2-TZVPD basis set

XYZ file:
```
8
Properties=species:S:1:pos:R:3
H 0.4521 -1.9301 2.2873
H -0.1229 -2.1294 -0.8964
C 0.2709 -2.1165 1.2365
H -0.2039 3.1559 -1.4463
C -0.1253 1.5497 -0.4632
O -0.0333 2.8224 -0.5506
C 0.0184 -1.6771 0.0820
C -0.2560 0.3252 -0.2493
```

Summary:
E_LUMO (spin up / spin down): 0.6404 / -1.4826 eV
orbital gap (spin up / spin down): 9.5 / 7.2 eV
HOMO level (spin up / spin down): -0.3271 / -0.3195 hartree
net charge: 0
energy above the lowest of the compared OMol25 structures with the same formula, charge and spin: 4.0311 eV
spin multiplicity: 2

Löwdin population analysis, charges in e, atoms 1 to 6:
1. H 0.046
2. H 0.055
3. C 0.079
4. H 0.132
5. C -0.336
6. O 0.058

2.
Molecular formula: C4H3O2
Method: DFT, ωB97M-V with the def2-TZVPD basis set

XYZ file:
```
9
Properties=species:S:1:pos:R:3
O 0.4388 1.4427 0.6323
H 1.3357 1.4268 0.3706
C -0.2344 0.5256 -0.1939
C 0.0031 0.5807 -1.6355
O 0.4120 0.9459 -2.6031
C -0.2975 -1.8410 1.1078
H -1.2468 0.5622 0.3341
H -0.4255 -2.6876 1.6934
C 0.0147 -0.9553 0.2944
```

Summary:
E_LUMO: -7.1802 eV
orbital gap: 8.4 eV
HOMO level: -0.5718 hartree
net charge: +1
energy above the lowest of the compared OMol25 structures with the same formula, charge and spin: 3.0524 eV

Löwdin population analysis, charges in e, atoms 1 to 6:
1. O 0.101
2. H 0.106
3. C -0.290
4. C 0.163
5. O 0.451
6. C 0.210

3.
Molecular formula: C4H3O2S
Method: DFT, ωB97M-V with the def2-TZVPD basis set

XYZ file:
```
10
Properties=species:S:1:pos:R:3
H -1.4245 -0.7811 1.3169
O 3.0876 -0.1833 -0.9836
C -0.3868 0.6880 -0.0936
S 1.1032 1.4959 -0.0126
H -2.4557 0.5801 0.9945
O 1.9679 -1.1234 0.7626
C -1.1759 -0.0548 -0.8168
C -1.5570 0.1409 0.6815
C 2.3538 -0.4158 -0.1263
H -1.5126 -0.3465 -1.7226
```

Summary:
E_LUMO: 3.9091 eV
orbital gap: 7.3 eV
HOMO level: -0.1260 hartree
net charge: -1
energy above the lowest of the compared OMol25 structures with the same formula, charge and spin: 1.2315 eV

Löwdin population analysis, charges in e, atoms 1 to 6:
1. H 0.067
2. O 0.045
3. C -0.779
4. S 0.617
5. H 0.023
6. O 0.017

4.
Molecular formula: C4H3O2S2
Method: DFT, ωB97M-V with the def2-TZVPD basis set

XYZ file:
```
11
Properties=species:S:1:pos:R:3
H -0.3344 2.2637 -0.9826
S 0.3299 -2.3176 0.4736
O 2.5652 -2.2716 -1.0553
C -0.0728 0.2842 0.0315
H -0.5532 2.0869 1.0164
H -1.7233 1.6475 -0.0342
S 1.4726 0.0568 -0.7803
C -0.7110 1.6272 0.0173
O -1.8582 -0.8306 1.2038
C -0.7745 -0.8913 0.6408
C 1.6597 -1.6552 -0.5309
```

Summary:
E_LUMO: 3.5679 eV
orbital gap: 6.0 eV
HOMO level: -0.0902 hartree
net charge: -1
SMILES: Cc1sc(=O)sc1[O-]
energy above the lowest of the compared OMol25 structures with the same formula, charge and spin: 0.0219 eV

Löwdin population analysis, charges in e, atoms 1 to 6:
1. H 0.115
2. S 0.924
3. O -0.140
4. C -0.661
5. H 0.066
6. H 0.003

5.
Molecular formula: C4H3O2Yb
Method: DFT, ωB97M-V with the def2-TZVPD basis set

XYZ file:
```
10
Properties=species:S:1:pos:R:3
C 1.3833 -0.8841 0.3987
O 2.4911 -0.3219 -0.3924
H 1.4363 -1.7694 1.0437
O -3.3646 0.4488 -0.0466
H -1.6389 1.1678 -0.8598
C 0.1841 -0.2979 0.0604
Yb 2.2664 1.4387 0.5497
H 0.5150 0.4035 -0.8920
C -2.0844 0.3426 -0.2201
C -1.1883 -0.5281 0.3584
```

Summary:
E_LUMO (spin up / spin down): -2.3242 / -2.2186 eV
orbital gap (spin up / spin down): 4.6 / 4.1 eV
HOMO level (spin up / spin down): -0.2532 / -0.2335 hartree
net charge: 0
energy above the lowest of the compared OMol25 structures with the same formula, charge and spin: 0.2814 eV
spin multiplicity: 2

Löwdin population analysis, charges in e, atoms 1 to 6:
1. C -0.308
2. O -0.468
3. H 0.107
4. O -0.080
5. H 0.087
6. C -0.322

6.
Molecular formula: C4H3O3
Method: DFT, ωB97M-V with the def2-TZVPD basis set

XYZ file:
```
10
Properties=species:S:1:pos:R:3
H 2.6344 0.9224 -0.3767
O -2.9369 0.9767 0.6080
O -2.5917 -1.1331 -0.0231
C 1.8102 0.0395 -0.5298
C -2.5894 -0.0193 0.1596
H 2.2833 -0.8324 -1.2260
O -0.7172 0.7819 -0.8361
C 0.9405 -0.3536 0.6765
C 0.2892 0.2812 -0.2373
H 0.8776 -0.6633 1.7849
```

Summary:
E_LUMO: 3.9220 eV
orbital gap: 7.0 eV
HOMO level: -0.1150 hartree
net charge: -1
energy above the lowest of the compared OMol25 structures with the same formula, charge and spin: 1.5686 eV

Löwdin population analysis, charges in e, atoms 1 to 6:
1. H 0.068
2. O 0.156
3. O 0.187
4. C -0.192
5. C -0.561
6. H 0.067

7.
Molecular formula: C4H3OP
Method: DFT, ωB97M-V with the def2-TZVPD basis set

XYZ file:
```
9
Properties=species:S:1:pos:R:3
C 0.0108 0.1649 -0.7037
C 0.6011 -0.3277 1.7897
C 0.1378 -0.8742 2.7794
C -0.1564 0.6121 -2.0363
H 0.7565 0.7533 -2.7630
H -0.9076 -0.2236 -0.0787
H -0.6400 -1.3909 3.2664
O -1.1952 1.0413 -2.4873
P 1.3930 0.2446 0.2335
```

Summary:
E_LUMO: -1.3792 eV
orbital gap: 8.6 eV
HOMO level: -0.3665 hartree
net charge: 0
SMILES: C#C/P=C/C=O
energy above the lowest of the compared OMol25 structures with the same formula, charge and spin: 2.1574 eV

Löwdin population analysis, charges in e, atoms 1 to 6:
1. C -0.433
2. C -0.403
3. C 0.027
4. C -0.422
5. H 0.138
6. H 0.109

8.
Molecular formula: C4H3OSr
Method: DFT, ωB97M-V with the def2-TZVPD basis set

XYZ file:
```
9
Properties=species:S:1:pos:R:3
C 0.1816 0.0428 0.2778
H -0.2735 0.1097 2.3830
H 2.2764 0.7332 -1.1123
O -1.9390 -0.0667 1.2306
Sr -3.1374 0.1340 -0.6688
H 1.8511 -1.0648 -1.4048
C 1.5392 -0.0738 -1.0608
C -0.6617 -0.0591 1.3679
C 0.1633 0.2447 -1.0126
```

Summary:
E_LUMO (spin up / spin down): -5.3356 / -5.3187 eV
orbital gap (spin up / spin down): 4.8 / 4.8 eV
HOMO level (spin up / spin down): -0.3720 / -0.3736 hartree
net charge: +1

Löwdin population analysis, charges in e, atoms 1 to 6:
1. C -0.160
2. H 0.133
3. H 0.085
4. O -0.382
5. Sr 1.676
6. H 0.090